Record 1
Formula: C57H42F5N10PbS4
Source: the Open Molecules 2025 dataset
Level of theory: ωB97M-V/def2-TZVPD

total charge	+1
relative energy (zero: lowest compared OMol25 entry of this formula, charge and spin)	1.1985	eV
E_LUMO	-3.01	eV
HOMO level	-9.55	eV

The geometry in XYZ format:
```
119
Properties=species:S:1:pos:R:3:forces:R:3:lowdin_charge:R:1
Pb 0.709861 -1.644043 1.632079 -0.12 0.11 1.34 1.13
N -1.215539 1.003657 1.173779 0.10 -0.04 -1.52 -0.16
S -1.663039 1.840857 -0.008221 -0.39 -0.21 0.28 0.96
N -2.031339 0.907657 -1.240821 0.00 -0.10 -0.30 -0.34
S -1.286639 0.831557 -2.644221 -0.02 0.23 0.12 0.92
N 0.168661 0.394357 -2.702921 0.10 0.04 -0.23 -0.35
S 0.767861 -0.897543 -1.735821 -0.70 0.84 -0.35 0.81
N 0.915861 -0.453943 -0.350721 0.44 -0.53 -0.46 -0.41
C -0.524939 -2.084943 -2.200821 0.58 0.00 -0.02 -0.33
C -0.491739 -2.621743 -3.472921 0.03 -0.08 -0.01 -0.10
C -1.542639 -3.423243 -3.889021 -0.03 0.01 0.05 -0.05
C -2.608339 -3.664043 -3.038521 0.11 -0.02 0.02 -0.06
C -2.631039 -3.113043 -1.765721 0.19 0.00 0.12 -0.06
C -1.582339 -2.315543 -1.339921 0.09 0.00 0.30 -0.11
C 2.230061 -1.271043 -2.707421 -0.57 0.04 0.05 -0.31
C 2.376261 -0.781443 -3.991721 0.03 0.15 -0.32 -0.09
C 3.502461 -1.131943 -4.716721 -0.06 0.04 0.00 -0.05
C 4.450461 -1.978443 -4.162021 0.02 -0.04 0.06 -0.05
C 4.290861 -2.462343 -2.873921 -0.04 0.08 0.05 -0.04
C 3.174261 -2.102943 -2.138021 -0.08 0.05 0.23 -0.08
C -1.339539 2.426957 -3.473421 0.14 -0.25 -0.09 -0.31
C -0.216439 2.929457 -4.104821 0.03 -0.28 0.10 -0.06
C -0.312839 4.139157 -4.772821 -0.14 -0.03 -0.02 -0.05
C -1.519639 4.819557 -4.804621 0.09 0.02 -0.01 -0.05
C -2.638639 4.302957 -4.168721 -0.03 -0.16 0.06 -0.05
C -2.552539 3.094357 -3.501721 -0.10 -0.16 0.03 -0.07
C -2.441339 -0.129743 -3.642821 -0.19 0.15 0.36 -0.29
C -3.635139 -0.588743 -3.121521 -0.06 0.16 0.16 -0.08
C -4.527739 -1.255443 -3.946121 0.00 0.11 -0.14 -0.05
C -4.218339 -1.459443 -5.281021 -0.03 0.04 0.12 -0.05
C -3.014539 -0.999043 -5.794621 0.13 0.16 0.06 -0.05
C -2.120539 -0.328543 -4.976721 0.13 0.15 -0.01 -0.06
C -3.265439 2.520557 0.474579 0.31 0.28 -0.23 -0.28
C -4.415539 1.861157 0.076079 0.14 -0.15 -0.27 -0.06
C -5.630739 2.196357 0.647479 0.06 0.01 0.06 -0.05
C -5.684139 3.178357 1.623179 0.01 0.01 -0.02 -0.05
C -4.528739 3.827857 2.027379 0.04 -0.02 0.00 -0.04
C -3.308639 3.494857 1.461379 0.24 0.11 -0.03 -0.07
C -0.584239 3.147057 -0.650921 -0.58 -0.26 0.57 -0.31
C -1.120339 4.376057 -0.991021 -0.11 0.16 0.05 -0.07
C -0.286039 5.329457 -1.550621 -0.10 -0.08 0.07 -0.05
C 1.053061 5.038057 -1.754721 0.03 0.01 0.10 -0.05
C 1.572661 3.801257 -1.404421 -0.10 -0.02 0.11 -0.04
C 0.751461 2.835057 -0.844821 0.10 -0.14 0.13 -0.09
H 0.349461 -2.435543 -4.120521 0.03 -0.06 -0.12 0.09
H -1.528339 -3.856443 -4.876621 0.06 -0.06 -0.09 0.12
H -3.431039 -4.277243 -3.370821 -0.09 -0.11 -0.03 0.12
H -3.469639 -3.299443 -1.111721 -0.03 -0.03 0.11 0.12
H -1.574139 -1.866043 -0.358221 -0.08 0.02 0.15 0.08
H 1.621961 -0.130843 -4.405021 0.03 0.02 -0.12 0.09
H 3.639361 -0.747043 -5.716521 -0.02 0.01 -0.06 0.11
H 5.316761 -2.265543 -4.739521 0.05 -0.01 -0.03 0.12
H 5.026561 -3.123543 -2.441521 0.03 -0.03 0.05 0.12
H 3.023561 -2.453743 -1.133821 0.11 -0.14 0.23 0.09
H 0.704961 2.372557 -4.059221 0.17 -0.02 -0.02 0.11
H 0.554661 4.543257 -5.268921 0.11 0.05 -0.06 0.12
H -1.588439 5.762257 -5.323321 -0.01 0.11 -0.09 0.12
H -3.575539 4.836057 -4.192421 -0.11 0.05 -0.02 0.12
H -3.405239 2.660557 -3.002521 -0.24 0.03 0.05 0.12
H -3.846939 -0.437243 -2.076821 -0.08 -0.03 0.08 0.09
H -5.460239 -1.615243 -3.538121 -0.06 -0.04 0.03 0.12
H -4.909539 -1.988243 -5.919521 -0.06 -0.02 -0.07 0.12
H -2.766439 -1.157943 -6.831921 0.03 -0.02 -0.10 0.12
H -1.179639 0.036357 -5.357321 0.15 0.02 -0.17 0.12
H -4.334039 1.079757 -0.659821 -0.14 -0.09 -0.11 0.08
H -6.530939 1.680757 0.349979 -0.04 -0.05 -0.07 0.12
H -6.627139 3.435057 2.077879 -0.12 0.03 0.05 0.12
H -4.581039 4.581157 2.798079 0.07 0.09 0.04 0.12
H -2.398839 3.982857 1.776879 0.08 0.11 0.13 0.12
H -2.168239 4.580857 -0.824921 -0.04 0.06 -0.03 0.12
H -0.685339 6.293157 -1.824421 -0.03 0.10 -0.02 0.12
H 1.699161 5.788857 -2.178221 0.12 0.11 -0.09 0.12
H 2.618161 3.589857 -1.556221 0.15 -0.06 -0.03 0.12
H 1.126861 1.854957 -0.577121 0.07 -0.04 0.08 0.09
N 0.713661 2.746957 7.353079 0.12 0.10 0.42 0.18
C 0.317761 2.600457 6.287279 0.21 0.10 0.40 -0.18
C -0.136839 2.330157 4.978379 -0.27 -0.18 -0.91 -0.26
C -1.225139 1.473657 4.802579 0.10 0.21 0.01 -0.03
C -1.597739 1.081657 3.533979 0.06 -0.05 -0.12 -0.03
C -0.873639 1.517257 2.421479 0.03 0.58 0.74 -0.39
C 0.179661 2.414757 2.598679 -0.18 -0.01 -0.05 -0.07
C 0.551761 2.813757 3.865479 -0.22 0.05 0.22 -0.06
H -1.775439 1.137957 5.671379 -0.02 -0.07 0.00 0.13
H -2.443139 0.426557 3.391979 -0.06 -0.12 -0.07 0.12
H 0.745461 2.755557 1.745479 0.07 0.00 -0.03 0.10
H 1.399161 3.469157 4.000379 0.05 0.01 0.03 0.13
N 0.695461 -3.482343 0.260179 0.33 -1.56 -1.18 0.02
C 1.191461 -4.263343 -0.457121 -0.93 1.21 1.21 -0.18
C 1.725361 -5.131743 -1.346821 0.34 -0.46 -0.25 -0.27
C 1.742061 -4.778743 -2.693521 -0.11 0.14 -0.77 -0.23
N 1.734061 -4.441243 -3.796521 0.07 -0.05 -0.24 0.19
C 2.280461 -6.347943 -0.927721 0.16 -0.32 0.21 -0.23
N 2.738461 -7.343343 -0.585221 0.19 -0.42 0.15 0.15
S 2.081861 0.052957 3.670579 0.29 0.44 0.05 0.66
C 2.074861 -0.670343 5.196579 0.06 0.30 -0.41 -0.79
N 3.232061 -0.821943 5.843879 0.14 -0.01 0.12 0.03
C 3.324461 -1.124343 7.261279 -0.09 -0.15 0.40 -0.16
C 2.021961 -0.687343 7.922179 0.06 -0.14 -0.14 -0.15
C 0.861961 -1.368843 7.206479 0.11 -0.11 0.35 -0.16
N 0.936461 -1.022543 5.799779 -0.03 -0.08 0.04 0.03
H 4.055761 -0.510943 5.352279 -0.17 0.00 -0.06 0.13
H 4.170861 -0.577043 7.682579 -0.06 -0.08 -0.09 0.13
H 3.500961 -2.197543 7.407079 -0.01 0.14 0.03 0.13
H 1.918261 0.395357 7.814779 -0.03 -0.03 0.11 0.10
H 2.018861 -0.934543 8.980579 0.02 -0.05 0.04 0.12
H -0.089639 -1.011643 7.605279 0.03 -0.06 -0.07 0.12
H 0.909261 -2.456643 7.332879 -0.04 0.09 0.06 0.13
H 0.091861 -0.963343 5.255379 0.14 0.15 -0.06 0.12
F 1.593061 -3.601143 3.939379 -0.20 -0.04 0.05 0.03
C 2.785661 -3.390443 3.328979 0.36 0.26 -0.46 -0.29
C 2.832861 -2.556643 2.219879 0.31 -0.37 0.03 -0.23
C 4.097761 -2.361643 1.694579 -0.35 -0.32 0.44 -0.26
F 4.258861 -1.540843 0.637179 0.08 0.15 -0.19 0.05
C 5.242861 -2.960743 2.207679 -0.11 0.08 -0.09 -0.14
F 6.432961 -2.729343 1.636179 -0.07 -0.11 0.16 0.11
C 5.142661 -3.795143 3.314379 -0.07 0.06 -0.03 -0.13
F 6.231561 -4.378643 3.824179 -0.17 0.10 -0.07 0.12
C 3.894861 -4.004543 3.890979 -0.07 0.06 -0.02 -0.15
F 3.768461 -4.774943 4.982979 0.12 0.10 -0.18 0.11
```
Positions in Å, forces in eV/Å.

Record 2
Formula: C57H45Br2KN10O2S
Source: the Open Molecules 2025 dataset
Level of theory: ωB97M-V/def2-TZVPD

total charge	-2
relative energy (zero: lowest compared OMol25 entry of this formula, charge and spin)	0.0000	eV
E_LUMO (alpha / beta)	3.14 / 3.14	eV
HOMO level (alpha / beta)	-1.54 / -1.54	eV

The geometry in XYZ format:
```
118
Properties=species:S:1:pos:R:3:forces:R:3:lowdin_charge:R:1
K 0.424219 0.410071 -0.211844 0.08 -0.25 0.06 0.53
C -5.809862 -0.066007 4.186786 -0.51 -0.09 -0.15 -0.05
C -4.606577 -0.714108 4.772307 -0.16 0.51 -0.26 -0.24
C -4.524999 -0.948285 6.124920 -0.31 0.12 0.77 -0.08
C -3.409128 -1.512583 6.696583 1.25 -0.71 -0.03 -0.12
C -2.327534 -1.847917 5.865815 -0.43 0.13 -0.01 -0.08
C -2.394527 -1.611326 4.498243 -0.67 0.36 0.66 0.00
C -3.541854 -1.027812 3.929330 0.63 -0.88 1.07 -0.20
N -3.671189 -0.847595 2.574293 0.04 -0.50 -0.45 0.13
C -2.658168 -1.188088 1.658442 0.66 -0.02 -0.49 -0.39
N -2.458118 -2.533593 1.658083 0.92 -0.23 -0.39 0.12
C -1.291054 -3.340024 1.248520 -0.87 0.29 0.49 -0.26
C -0.284124 -2.766085 0.514247 0.67 0.66 -0.68 -0.08
C 0.723587 -3.668710 0.128450 0.21 0.28 -0.21 -0.17
C 0.735966 -5.019932 0.456936 -0.06 0.06 0.04 -0.14
C -0.283079 -5.525615 1.246830 -0.93 0.95 0.35 -0.10
C -1.326836 -4.678925 1.662420 0.28 -0.14 -0.33 -0.25
C -2.477825 -5.249516 2.431914 -0.64 0.05 0.36 -0.08
N -2.115782 -0.295396 0.903334 -0.44 0.42 0.02 0.12
C -2.586204 1.055103 1.095441 0.19 -1.41 0.00 -0.26
C -1.901381 1.890754 1.963046 0.12 0.12 -0.38 -0.03
C -2.394467 3.147955 2.224388 -0.74 0.67 0.53 -0.08
C -3.618006 3.534587 1.683737 0.56 0.07 -0.05 -0.10
C -4.244911 2.712359 0.765514 -0.74 0.60 -0.12 -0.07
C -3.751344 1.479386 0.434917 0.61 -0.96 -0.15 -0.24
C -4.398996 0.620936 -0.626694 -0.58 0.70 0.35 -0.03
H -6.544344 0.179907 4.975316 0.18 -0.24 -0.51 0.08
H -6.228256 -0.730334 3.408683 -0.18 0.31 0.34 0.09
H -5.537726 0.860227 3.681598 -0.05 0.20 -0.06 0.08
H -5.366915 -0.667841 6.761101 0.12 -0.06 -0.19 0.10
H -3.321652 -1.746991 7.756708 -0.26 0.23 -0.16 0.09
H -1.425175 -2.299463 6.275705 -0.20 0.12 -0.04 0.10
H -1.566046 -1.854943 3.884993 0.68 -0.19 -0.51 0.10
H -4.104538 -0.019310 2.262880 -0.81 1.10 0.06 0.10
H -3.084068 -2.971031 2.303987 -0.10 -0.30 0.10 0.09
H 1.550091 -3.281318 -0.488095 -0.23 -0.23 0.22 0.05
H 1.518459 -5.667039 0.089292 0.21 -0.17 0.00 0.07
H -0.359116 -6.538274 1.583766 0.28 -0.66 -0.05 0.08
H -2.352736 -6.307272 2.581860 0.19 -0.60 0.05 0.05
H -3.440159 -5.146281 1.915776 0.08 0.12 -0.17 0.08
H -2.652776 -4.836511 3.436285 0.28 0.21 -0.11 0.07
H -0.954662 1.589293 2.370673 0.25 -0.27 0.24 0.11
H -1.898908 3.820811 2.922717 0.11 -0.20 -0.21 0.11
H -4.042073 4.493627 1.924381 -0.07 0.25 0.04 0.09
H -5.160985 3.036474 0.278695 0.02 0.09 0.06 0.11
H -5.412777 1.020868 -0.814531 0.32 -0.38 0.04 0.08
H -4.433312 -0.436396 -0.384107 -0.10 -0.09 0.15 0.07
H -3.852622 0.715337 -1.551145 0.29 0.06 -0.40 0.05
S 7.214266 -5.538412 -3.969537 -0.64 0.12 -0.46 0.94
N 5.831163 -5.152684 -4.770395 0.56 -0.59 -0.25 -0.22
C 5.165943 -4.314216 -4.014108 0.62 -0.10 0.49 -0.32
C 3.889320 -3.729122 -4.290158 -0.20 0.73 0.78 -0.12
C 3.174396 -3.994700 -5.421961 -0.49 -0.11 -1.58 -0.02
C 1.993922 -3.295375 -5.660788 0.08 -1.12 -0.67 -0.05
C 1.510424 -2.469856 -4.668216 0.15 0.50 0.65 -0.14
N 2.168405 -2.224552 -3.536548 0.27 -0.21 -0.28 0.16
C 3.362189 -2.806687 -3.358290 -0.62 0.14 0.12 -0.13
C 4.076748 -2.484560 -2.096882 -0.52 0.21 -0.10 -0.16
N 3.509477 -1.615715 -1.256789 0.11 -0.10 -0.02 0.15
C 4.126535 -1.355203 -0.112847 -0.33 0.41 0.21 -0.12
C 5.353950 -1.931929 0.256108 0.04 -0.29 -0.67 -0.02
C 5.957232 -2.794875 -0.640863 0.29 0.35 0.66 -0.01
C 5.292103 -3.085928 -1.825383 0.45 -0.28 -0.15 -0.12
C 5.838821 -3.996544 -2.801627 0.86 -0.45 0.48 -0.29
N 6.996042 -4.639915 -2.649300 -0.45 0.41 -0.06 -0.24
H 3.583782 -4.717418 -6.148236 -0.32 0.46 0.38 0.12
H 1.428757 -3.478598 -6.584691 0.21 0.18 0.49 0.11
H 0.562432 -1.949516 -4.766176 0.01 -0.09 -0.07 0.10
H 3.602155 -0.611309 0.511668 0.29 -0.34 0.03 0.06
H 5.834819 -1.693152 1.189868 -0.07 0.16 0.15 0.10
H 6.953492 -3.215114 -0.460447 -0.50 0.05 -0.01 0.11
Br 3.697869 1.976500 -0.916312 -0.11 0.02 -0.13 0.77
C 4.003948 2.717388 0.813998 0.20 0.44 -0.82 -0.60
C 4.818959 3.820136 0.845674 0.01 -0.58 0.50 -0.16
C 5.166199 4.348875 2.105246 0.90 0.65 -0.22 -0.12
C 4.714073 3.805864 3.265833 -0.80 -0.60 -1.04 -0.08
C 3.786892 2.741509 3.192018 -0.71 -0.50 -0.09 -0.19
C 3.145364 2.291741 4.371741 -0.27 -0.63 -0.28 -0.09
C 2.207075 1.278698 4.306995 0.48 0.13 -0.53 -0.11
C 1.933523 0.641181 3.053018 0.70 0.84 0.04 -0.18
C 2.471357 1.032975 1.823414 0.21 0.04 0.66 -0.15
C 3.396058 2.139470 1.938874 -0.18 -0.13 0.78 -0.26
H 5.259903 4.185975 -0.067597 -0.04 0.19 -0.03 0.08
H 5.867319 5.182224 2.140471 -0.12 -0.03 -0.03 0.09
H 4.951598 4.183076 4.228258 0.36 0.46 0.70 0.08
H 3.471409 2.761999 5.286834 -0.25 0.00 0.39 0.08
H 1.690251 0.934205 5.201053 0.11 0.05 0.01 0.08
H 1.301967 -0.226256 3.075309 -0.54 -0.38 0.08 0.06
N -2.220680 -1.397072 -2.378538 0.63 0.01 -1.13 0.04
H -1.401955 -1.949808 -2.692295 -0.57 0.60 0.30 0.01
H -2.231742 -1.521470 -1.394176 -0.03 -0.54 1.33 -0.05
H -1.966270 -0.411248 -2.426054 0.08 0.00 -0.45 -0.02
Br 4.042908 0.461311 -5.780198 -0.65 -0.02 -0.15 0.65
C 2.119512 0.684273 -5.563297 0.65 0.33 0.85 -0.74
C 1.242117 0.254010 -6.524810 0.80 -0.42 -0.87 -0.16
C -0.093909 0.349786 -6.264782 -1.32 0.35 0.30 -0.08
C -0.496223 0.886883 -5.047292 -0.28 -0.38 0.15 -0.05
C 0.469314 1.337355 -4.170307 -0.53 0.51 0.66 -0.11
N 1.761634 1.238251 -4.435508 0.83 0.07 0.12 0.06
H 1.614526 -0.180711 -7.432560 0.08 -0.09 -0.30 0.09
H -0.840677 0.044028 -7.000144 0.27 -0.08 0.20 0.11
H -1.511286 0.905908 -4.680121 -0.29 0.19 -0.38 0.10
H 0.146472 1.826468 -3.227984 0.40 -0.42 -0.53 0.10
O 0.352905 3.309485 -0.045684 -0.11 0.44 -0.11 0.00
C -0.593317 3.562775 -0.784586 0.79 -0.08 1.06 -0.48
N -1.252880 2.637766 -1.507280 -0.36 -0.47 -0.50 0.13
C -2.224142 3.251365 -2.212142 -0.53 -0.50 -1.36 -0.47
O -2.966209 2.727905 -3.057754 0.29 0.34 0.62 0.00
C -2.224134 4.730317 -1.914941 0.14 0.24 0.97 -0.10
C -3.010909 5.785625 -2.305960 -0.07 -0.37 -0.84 -0.03
C -2.732143 7.043777 -1.785662 -0.65 0.21 -0.53 -0.11
C -1.706853 7.252289 -0.891279 0.30 -0.61 -0.33 -0.10
C -0.887226 6.190947 -0.517687 0.08 -0.26 0.68 -0.01
C -1.208530 4.930405 -0.992773 0.33 0.17 -0.24 -0.08
H -3.739319 5.614764 -3.097398 -0.14 0.20 0.30 0.11
H -3.311378 7.892202 -2.132388 -0.07 0.02 0.07 0.09
H -1.514631 8.247451 -0.569753 0.22 0.62 0.40 0.08
H -0.062631 6.351614 0.181659 -0.19 -0.21 -0.26 0.12
```
Positions in Å, forces in eV/Å.